Entry 1:
Density functional theory data (ωB97M-V/def2-TZVPD) for a structure of composition C27H30F7N5O7PtS2 at a distorted geometry.

Summary:
HOMO (alpha / beta)	-13.388 / -13.389	eV
charge	+2
ΔE to the lowest compared entry with this formula, charge and spin	4.5618	eV
HOMO-LUMO gap (alpha / beta)	4.825 / 4.947	eV

The geometry in XYZ format:
```
79
Properties=species:S:1:pos:R:3:forces:R:3:lowdin_charge:R:1
Pt 0.264 3.470 -0.490 0.9 -1.1 3.6 1.41
C -0.394 4.207 2.685 -0.7 0.5 0.0 -0.04
N 0.610 3.387 2.048 -0.2 -0.4 -2.2 -0.23
C 0.480 1.980 2.370 -0.1 -0.8 0.0 -0.04
C 1.972 3.872 2.201 1.0 0.5 -0.1 -0.13
C 2.876 3.386 1.092 -0.8 0.1 0.1 -0.22
C 4.245 3.238 1.285 -0.2 0.0 -0.2 -0.02
C 5.060 2.885 0.221 -0.1 0.0 -0.2 -0.04
C 4.517 2.676 -1.041 -0.1 0.0 0.4 -0.04
C 3.147 2.792 -1.234 -0.6 0.0 -0.3 -0.07
C 2.322 3.151 -0.177 -0.3 0.7 -0.1 -0.15
H -0.316 4.144 3.778 0.2 -0.1 -0.1 0.13
H -1.385 3.868 2.387 0.1 -0.1 0.0 0.09
H -0.276 5.245 2.385 0.1 0.0 0.0 0.10
H 0.625 1.818 3.444 0.1 0.2 0.0 0.12
H 1.220 1.403 1.814 0.0 0.1 0.1 0.10
H -0.520 1.635 2.113 0.0 0.1 -0.1 0.09
H 2.369 3.574 3.184 -0.2 0.0 -0.1 0.15
H 1.953 4.966 2.170 -0.1 -0.1 0.1 0.15
H 4.677 3.415 2.259 0.0 0.0 0.1 0.13
H 6.122 2.773 0.376 0.1 0.0 0.0 0.12
H 5.155 2.418 -1.871 0.0 0.0 -0.1 0.12
H 2.719 2.631 -2.213 0.0 0.0 -0.1 0.10
F -0.999 2.328 -4.942 0.3 0.5 0.2 0.17
C -1.676 2.985 -4.008 -0.5 -0.5 0.0 -0.64
F -2.060 2.090 -3.092 0.2 0.3 0.1 0.14
F -2.748 3.524 -4.554 0.1 0.2 0.2 0.19
S -0.603 4.323 -3.225 0.0 -1.0 -2.0 0.63
O 0.659 3.675 -2.940 0.3 -0.4 0.5 -0.32
O -0.620 5.421 -4.102 -0.1 0.5 -0.4 -0.19
N -1.342 4.531 -1.815 0.4 -0.6 0.8 -0.33
S -1.131 5.938 -1.089 -1.7 1.3 0.3 0.64
O -1.060 7.055 -1.942 0.0 0.4 -0.2 -0.17
O -0.075 5.776 -0.095 1.3 -1.3 0.4 -0.31
C -2.700 6.129 -0.053 -0.5 -0.3 0.5 -0.66
F -2.821 5.142 0.832 0.2 0.0 -0.3 0.14
F -2.612 7.260 0.632 0.4 0.1 -0.4 0.18
F -3.768 6.150 -0.822 0.3 0.0 -0.2 0.19
C -4.177 -2.969 0.931 0.1 -0.1 -0.2 -0.05
C -3.642 -2.715 -0.475 -0.5 -0.5 0.4 -0.18
N -2.536 -1.769 -0.463 0.0 0.2 -0.1 -0.03
C -2.849 -0.464 -0.474 0.4 0.3 0.0 0.05
C -1.935 0.547 -0.511 0.2 1.1 0.1 -0.02
C -2.454 1.990 -0.313 -1.0 -3.1 -1.1 -0.63
O -3.591 2.212 -0.657 -0.1 0.8 0.2 0.12
O -1.640 2.716 0.327 1.2 1.8 0.7 -0.15
C -0.545 0.268 -0.669 -1.3 -0.9 0.3 -0.30
O 0.366 1.089 -0.894 0.8 1.5 0.0 -0.03
C -0.226 -1.149 -0.534 0.2 0.0 0.0 -0.05
C 1.117 -1.534 -0.494 -0.1 -0.5 0.0 0.09
C 1.474 -2.842 -0.323 -0.1 0.4 -0.1 -0.18
F 2.798 -3.104 -0.297 0.1 -0.1 0.0 0.06
C 0.523 -3.879 -0.172 -0.3 0.7 0.0 -0.12
C -0.813 -3.473 -0.201 0.1 -0.2 0.0 0.07
C -1.213 -2.145 -0.398 0.6 0.3 -0.2 -0.11
N 0.880 -5.201 0.068 0.2 -0.5 0.3 -0.08
C 2.286 -5.607 0.095 0.3 0.2 0.0 -0.12
C 2.418 -7.101 0.401 0.5 0.3 -0.5 -0.09
N 1.403 -7.461 1.418 0.1 -0.1 0.5 0.07
C 0.026 -7.343 0.856 -0.9 0.2 -0.5 -0.07
C 0.017 -6.309 -0.280 -0.1 -0.1 -0.1 -0.12
H -4.988 -3.690 0.883 -0.1 0.0 0.1 0.09
H -4.560 -2.049 1.364 -0.1 0.1 0.1 0.08
H -3.405 -3.357 1.591 0.1 -0.1 0.1 0.07
H -4.442 -2.294 -1.089 0.2 -0.1 -0.1 0.14
H -3.318 -3.643 -0.946 0.0 0.1 -0.1 0.12
H -3.898 -0.205 -0.444 -0.1 0.0 -0.1 0.16
H 1.879 -0.781 -0.618 0.1 0.0 0.0 0.14
H -1.584 -4.201 -0.028 -0.1 -0.1 0.0 0.09
H 2.800 -5.040 0.875 0.0 -0.1 -0.1 0.14
H 2.789 -5.409 -0.859 0.0 -0.1 0.2 0.15
H 3.416 -7.311 0.789 -0.1 0.0 0.0 0.15
H 2.266 -7.717 -0.486 -0.1 -0.1 0.2 0.14
H 1.504 -6.802 2.198 0.0 -0.2 0.0 0.19
H 1.566 -8.405 1.785 0.0 0.2 0.0 0.20
H -0.650 -7.044 1.658 0.2 -0.1 0.0 0.14
H -0.294 -8.313 0.474 0.1 0.0 0.1 0.15
H -1.006 -5.983 -0.440 0.0 -0.1 0.0 0.12
H 0.351 -6.773 -1.216 -0.1 0.0 0.0 0.14
```
Positions in Å, forces in eV/Å.

=====

Entry 2:
Density functional theory data (ωB97M-V/def2-TZVPD) for a structure of composition C27H30N4O5 at a distorted geometry.

Summary:
HOMO	-8.255	eV
ΔE to the lowest compared entry with this formula, charge and spin	22.6582	eV
HOMO-LUMO gap	8.372	eV

The geometry in XYZ format:
```
66
Properties=species:S:1:pos:R:3:forces:R:3:lowdin_charge:R:1
C 0.548 -0.420 -3.511 1.8 -3.7 0.3 -0.06
H -0.162 -0.014 -4.177 -1.1 1.2 -0.1 0.07
O 0.174 -0.463 -2.069 1.1 2.1 -2.9 -0.10
C 0.337 0.830 -1.610 1.2 1.4 -1.7 -0.20
C 0.667 1.958 -2.431 -1.9 1.5 10.5 0.09
C 0.670 3.351 -1.631 -2.4 -11.0 5.5 0.02
C 0.450 3.506 -0.286 0.3 -7.8 2.2 -0.23
C 0.368 2.048 0.510 -0.9 4.7 -2.0 0.09
C 0.320 0.885 -0.167 -1.6 1.2 -0.3 -0.21
N -0.083 -0.312 0.481 0.8 -1.1 2.7 0.08
C 0.814 -1.300 0.737 1.6 -1.6 -5.9 -0.39
O 0.575 -2.455 1.034 -1.0 -0.1 1.7 0.05
C 2.253 -1.244 -0.114 -0.9 2.1 7.1 0.04
N 2.743 0.158 0.404 2.0 -2.2 -4.7 0.07
C 3.351 0.833 -0.715 -1.7 4.3 5.9 -0.44
O 3.282 0.697 -1.875 0.0 -3.4 -3.8 0.12
C 3.619 2.275 -0.415 2.6 1.7 4.1 -0.08
C 4.170 3.379 -1.046 -2.4 -4.1 6.1 0.02
C 4.371 4.237 0.011 3.4 10.0 -5.1 -0.19
C 3.946 4.002 1.178 -0.8 -4.4 4.3 -0.08
O 3.665 2.593 1.026 -1.9 0.0 -0.3 -0.06
H 3.967 4.550 2.193 -0.2 -1.5 -2.0 0.16
H 4.760 5.373 -0.201 -0.8 -2.8 0.3 0.17
H 4.334 3.444 -1.988 1.2 0.8 -5.9 0.06
H 2.945 0.332 1.403 0.2 0.0 -1.3 0.15
H 2.744 -1.998 0.590 0.0 0.5 -2.1 0.13
H 2.228 -1.323 -1.191 -0.1 0.0 0.2 0.10
C -1.427 -0.459 1.182 0.5 10.9 -13.1 -0.24
C -1.514 -0.938 2.339 -2.5 -8.1 10.5 -0.31
C -0.581 -0.833 3.290 2.6 0.6 5.4 0.04
C -0.581 -1.517 4.669 0.2 2.4 -6.6 -0.03
C -1.621 -2.330 4.776 -5.0 -2.0 4.5 -0.24
N -2.724 -2.450 3.970 2.3 1.5 -4.5 0.07
C -2.556 -1.867 2.615 0.5 -0.8 6.8 0.06
H -3.380 -2.022 1.995 -1.1 -0.3 -0.9 0.09
H -1.901 -2.766 5.967 1.1 0.8 -3.7 0.17
H 0.239 -1.476 5.311 1.0 0.4 1.0 0.07
H 0.171 -0.039 3.134 0.0 -0.7 0.1 0.12
H -1.806 0.642 1.173 0.8 -1.1 0.3 0.21
C -2.289 -0.919 0.065 -7.1 5.5 -3.9 -0.42
O -3.307 -0.327 -0.733 4.9 -1.0 4.3 -0.12
N -2.130 -2.099 -0.153 3.7 -12.2 -3.2 0.14
H -1.255 -2.674 0.242 -2.4 2.1 -0.4 0.18
C -2.689 -3.139 -1.398 -2.2 -2.5 10.7 -0.20
H -2.217 -4.197 -1.006 -1.2 2.7 -0.7 0.18
C -4.354 -3.265 -1.281 2.2 10.4 1.6 -0.08
C -4.763 -2.518 -2.638 -0.1 -1.4 1.9 -0.18
H -5.797 -2.857 -2.988 1.6 0.3 0.1 0.12
C -3.521 -3.028 -3.426 -2.8 4.3 -4.7 -0.23
H -3.493 -2.208 -4.355 0.1 -2.8 1.5 0.16
H -3.695 -4.033 -3.742 0.0 -0.7 -0.5 0.10
C -2.286 -2.817 -2.645 1.5 2.8 -4.9 -0.26
H -1.535 -3.540 -3.009 0.4 1.2 -0.1 0.14
H -2.143 -1.678 -2.734 0.8 -1.8 0.2 0.16
H -4.810 -1.405 -2.475 0.4 -1.2 -0.2 0.10
H -4.762 -2.471 -0.247 1.3 -3.0 -3.1 0.19
H -4.574 -4.203 -1.225 -1.8 -5.6 0.5 0.01
H 0.162 2.218 1.580 0.3 -0.8 -0.5 0.12
C 0.527 4.614 0.670 -3.6 4.3 -8.7 -0.07
H -0.707 5.253 0.506 3.9 -1.5 0.7 0.19
H 1.325 5.166 0.075 -0.9 0.7 1.8 0.09
H 0.671 4.497 1.626 1.0 -1.1 5.0 -0.01
H 0.864 4.108 -2.083 2.2 8.9 -6.1 0.00
H 0.768 2.272 -3.341 0.5 0.0 -5.7 0.04
H 1.613 -0.069 -3.772 -1.7 -0.1 1.1 0.12
H 0.534 -1.511 -3.816 0.1 1.0 0.5 0.10
```
Positions in Å, forces in eV/Å.

=====

Entry 3:
Density functional theory data (ωB97M-V/def2-TZVPD) for a structure of composition C27H30N5O4PPdS2 at a distorted geometry.

Summary:
HOMO	-5.951	eV
HOMO-LUMO gap	3.902	eV

The geometry in XYZ format:
```
70
Properties=species:S:1:pos:R:3:forces:R:3:lowdin_charge:R:1
Pd -0.288 -0.051 0.423 0.1 -0.9 0.8 0.87
C 2.234 6.635 -0.763 0.1 -0.1 0.0 -0.04
C 2.262 5.142 -0.774 0.5 0.0 0.1 -0.24
C 3.404 4.440 -0.721 -0.4 0.6 0.0 -0.02
C 3.447 2.999 -0.809 -0.4 -0.9 -0.3 -0.02
C 2.318 2.300 -0.968 0.5 -0.5 -0.1 -0.24
C 0.992 2.928 -0.877 -0.6 -0.2 0.2 -0.17
C 0.928 4.470 -0.874 0.0 0.1 0.1 -0.14
S 2.217 0.529 -0.971 0.2 -1.8 1.6 0.57
O 3.511 -0.041 -1.242 0.3 0.7 -0.1 -0.30
O 1.132 0.131 -1.849 0.0 0.7 -0.7 -0.38
N 1.703 0.055 0.504 -0.8 0.6 -4.5 -0.38
C 2.548 -0.004 1.579 -0.1 1.2 4.0 -0.21
C 1.746 0.826 2.889 3.3 -2.1 -3.7 -0.76
O 2.523 1.544 3.455 0.6 2.0 2.1 0.00
O 0.591 0.477 2.942 -2.9 -0.1 0.9 -0.06
H 3.228 7.042 -0.608 0.1 0.1 0.0 0.08
H 1.577 6.998 0.026 -0.1 0.1 0.1 0.08
H 1.847 7.005 -1.712 -0.1 0.1 -0.1 0.09
H 4.352 4.953 -0.643 0.0 0.2 0.0 0.11
H 4.401 2.496 -0.794 0.1 -0.1 0.0 0.12
H 0.278 2.454 -1.562 0.1 0.2 0.1 0.15
H 0.352 4.904 -1.696 0.0 0.0 0.0 0.16
H 3.539 0.416 1.389 -0.2 -0.1 0.1 0.11
H 2.603 -0.981 2.067 0.4 -0.5 -0.5 0.08
S -5.815 4.991 0.008 0.7 -0.7 0.1 1.02
N -5.837 3.371 -0.005 -0.1 -0.5 0.0 -0.22
C -4.595 2.927 0.113 -0.5 1.7 -0.1 -0.30
C -4.182 1.558 0.099 1.6 -0.8 0.2 -0.07
C -5.038 0.498 -0.130 0.2 -0.6 0.0 0.03
C -4.514 -0.788 -0.156 -0.1 0.5 0.1 -0.01
C -3.150 -0.967 0.034 -0.2 -0.4 -0.1 -0.10
N -2.298 0.024 0.244 -0.8 1.1 0.0 0.00
C -2.790 1.302 0.287 -2.2 -2.1 -0.4 -0.10
C -1.848 2.340 0.463 3.9 0.3 1.2 -0.12
N -0.599 1.970 0.749 -3.1 0.4 -1.3 0.07
C 0.445 2.907 0.589 0.8 0.7 0.2 -0.19
C 0.137 4.426 0.477 0.1 0.0 0.1 -0.14
C -1.306 4.726 0.373 -0.4 -0.9 -0.2 0.09
C -2.230 3.734 0.342 0.9 1.3 -0.1 -0.07
C -3.641 3.991 0.212 -1.4 0.3 -0.1 -0.30
N -4.211 5.180 0.161 0.3 0.3 0.0 -0.22
H -6.084 0.698 -0.295 -0.2 0.0 0.0 0.12
H -5.145 -1.643 -0.331 0.0 -0.1 0.0 0.11
H -2.726 -1.962 -0.009 0.0 0.1 0.0 0.07
H 1.241 2.710 1.314 -0.2 -0.1 -0.1 0.16
H 0.601 5.030 1.261 -0.1 0.0 0.0 0.16
H -1.621 5.754 0.298 -0.2 0.2 0.0 0.13
C 0.027 -3.046 2.449 -0.1 0.2 0.0 -0.14
C -0.594 -3.426 1.107 0.0 0.4 -0.2 -0.38
P 0.029 -2.242 -0.178 0.6 -0.7 -0.1 0.93
C -0.727 -2.702 -1.812 -0.1 0.3 0.3 -0.37
C -1.479 -4.028 -1.853 0.1 0.1 0.0 -0.15
C 1.778 -2.789 -0.398 -0.1 0.2 0.1 -0.37
C 1.986 -4.257 -0.757 -0.2 0.2 0.1 -0.12
H -0.485 -3.555 3.264 0.0 0.0 0.1 0.07
H -0.058 -1.963 2.607 0.2 -0.2 0.2 0.05
H 1.078 -3.326 2.486 0.1 0.1 0.0 0.07
H -1.679 -3.332 1.181 0.0 -0.1 -0.1 0.06
H -0.361 -4.458 0.838 -0.1 0.0 -0.1 0.07
H 0.098 -2.703 -2.528 0.0 0.1 0.1 0.08
H -1.389 -1.880 -2.104 0.1 -0.1 0.0 0.07
H -0.844 -4.852 -1.541 0.0 -0.1 0.0 0.06
H -1.817 -4.227 -2.868 -0.1 -0.1 -0.1 0.07
H -2.352 -4.009 -1.206 -0.1 -0.1 0.1 0.06
H 2.311 -2.566 0.529 0.0 0.2 -0.1 0.07
H 2.202 -2.142 -1.170 0.0 -0.1 0.1 0.06
H 1.646 -4.914 0.040 0.0 -0.1 0.0 0.06
H 3.048 -4.436 -0.906 0.1 0.0 0.0 0.08
H 1.471 -4.524 -1.676 0.0 -0.1 -0.1 0.06
```
Positions in Å, forces in eV/Å.